{"formula": "C37H28FN6O3PtS2", "method": "ωB97M-V/def2-TZVPD", "species": ["Pt", "C", "C", "C", "C", "C", "C", "C", "F", "C", "C", "C", "O", "C", "C", "N", "C", "C", "O", "O", "H", "H", "H", "H", "H", "H", "H", "H", "H", "H", "H", "S", "C", "C", "C", "C", "C", "C", "S", "H", "H", "H", "H", "N", "C", "C", "C", "C", "C", "N", "C", "H", "H", "H", "H", "C", "C", "N", "C", "C", "C", "C", "C", "C", "C", "C", "N", "C", "N", "H", "H", "H", "H", "H", "H", "H", "H", "H"], "positions_angstrom": [[1.381, -1.225, -0.773], [-3.394, -0.586, 5.531], [-1.925, -0.239, 5.723], [-1.685, 0.988, 6.589], [-2.257, 2.231, 5.924], [-1.756, 2.357, 4.511], [-1.723, 3.579, 3.878], [-1.247, 3.688, 2.574], [-1.241, 4.900, 2.007], [-0.784, 2.611, 1.874], [-0.798, 1.357, 2.497], [-0.276, 0.198, 1.775], [0.182, 0.377, 0.618], [-0.267, -1.042, 2.477], [-0.792, -1.077, 3.751], [-1.283, -0.029, 4.401], [-1.289, 1.230, 3.803], [0.235, -2.361, 1.970], [0.155, -3.349, 2.669], [0.708, -2.437, 0.747], [-3.878, -0.702, 6.501], [-3.500, -1.521, 4.983], [-3.921, 0.190, 4.975], [-1.404, -1.091, 6.161], [-0.612, 1.110, 6.748], [-2.143, 0.824, 7.565], [-1.985, 3.127, 6.482], [-3.350, 2.190, 5.922], [-2.059, 4.472, 4.390], [-0.417, 2.712, 0.863], [-0.813, -2.026, 4.273], [3.067, -1.662, -2.258], [2.845, -0.562, -3.620], [3.575, -0.732, -4.792], [3.399, 0.165, -5.831], [2.495, 1.215, -5.710], [1.768, 1.379, -4.544], [1.960, 0.492, -3.489], [1.073, 0.678, -1.978], [4.269, -1.558, -4.884], [3.961, 0.039, -6.747], [2.356, 1.903, -6.533], [1.055, 2.188, -4.439], [3.677, 3.165, 3.338], [3.730, 2.145, 2.814], [3.782, 0.858, 2.179], [4.701, -0.112, 2.565], [4.673, -1.336, 1.922], [3.732, -1.557, 0.936], [2.846, -0.618, 0.580], [2.872, 0.575, 1.171], [5.417, 0.095, 3.348], [5.363, -2.125, 2.183], [3.662, -2.509, 0.429], [2.149, 1.303, 0.832], [-1.225, -4.256, -2.298], [-0.374, -3.478, -1.548], [0.084, -2.295, -2.009], [-0.297, -1.883, -3.217], [-1.173, -2.599, -4.019], [-1.635, -3.818, -3.548], [-1.546, -2.096, -5.354], [-1.881, -0.855, -5.713], [-2.083, 0.339, -4.872], [-2.214, 1.586, -5.477], [-2.418, 2.674, -4.647], [-2.494, 2.555, -3.323], [-2.367, 1.322, -2.849], [-2.169, 0.210, -3.544], [-1.559, -5.200, -1.892], [-0.044, -3.771, -0.564], [0.115, -0.958, -3.578], [-2.310, -4.416, -4.147], [-1.521, -2.841, -6.142], [-2.063, -0.688, -6.769], [-2.154, 1.700, -6.550], [-2.527, 3.672, -5.054], [-2.429, 1.209, -1.771]], "lumo_ev": -4.10, "gap_ev": 6.36, "total_charge": 1, "spin_multiplicity": 1}

=====

{"formula": "C20H46O3P4PtSe", "method": "ωB97M-V/def2-TZVPD", "species": ["Pt", "P", "P", "P", "H", "C", "C", "H", "C", "C", "C", "C", "C", "C", "C", "C", "C", "H", "H", "H", "H", "H", "H", "H", "H", "H", "H", "H", "H", "H", "H", "H", "H", "H", "H", "H", "H", "H", "H", "H", "H", "H", "H", "H", "H", "H", "C", "C", "C", "C", "C", "C", "Se", "H", "H", "H", "H", "H", "H", "C", "O", "P", "O", "C", "O", "C", "H", "H", "H", "H", "H", "H", "H", "H", "H"], "positions_angstrom": [[-0.494, -0.286, 0.457], [-1.680, -0.896, 2.316], [0.745, -2.154, -0.083], [-2.142, -0.929, -1.037], [0.630, 1.984, -0.862], [-0.327, 1.458, -0.843], [-1.247, 1.732, 0.252], [-0.948, 2.438, 1.022], [-1.155, -0.375, 4.018], [-2.078, -2.662, 2.739], [-3.393, -0.188, 2.390], [1.834, -2.129, -1.594], [1.994, -2.839, 1.113], [-0.077, -3.790, -0.412], [-3.448, 0.300, -1.495], [-3.271, -2.367, -0.731], [-1.582, -1.342, -2.752], [-0.730, 1.371, -1.854], [-2.307, 1.827, 0.033], [-0.942, 0.698, 4.023], [-0.250, -0.913, 4.309], [-1.942, -0.585, 4.753], [-1.143, -3.197, 2.932], [-2.575, -3.145, 1.894], [-2.722, -2.740, 3.624], [-3.316, 0.902, 2.342], [-3.920, -0.478, 3.307], [-3.977, -0.518, 1.527], [2.370, -3.077, -1.734], [2.558, -1.315, -1.506], [1.221, -1.928, -2.476], [2.465, -3.743, 0.708], [1.491, -3.090, 2.051], [2.777, -2.109, 1.328], [0.672, -4.566, -0.606], [-0.741, -3.730, -1.277], [-0.672, -4.079, 0.459], [-4.113, -0.138, -2.247], [-2.992, 1.204, -1.907], [-4.033, 0.576, -0.615], [-3.901, -2.553, -1.608], [-3.917, -2.147, 0.123], [-2.700, -3.268, -0.504], [-2.435, -1.494, -3.423], [-0.972, -2.247, -2.748], [-0.967, -0.518, -3.123], [2.222, 2.080, -5.024], [1.528, 2.933, -4.160], [1.220, 4.231, -4.567], [1.599, 4.687, -5.829], [2.291, 3.833, -6.688], [2.604, 2.534, -6.292], [2.684, 0.279, -4.539], [2.074, 0.356, -3.201], [1.228, 2.590, -3.174], [0.680, 4.886, -3.888], [1.356, 5.699, -6.141], [2.592, 4.176, -7.674], [3.144, 1.877, -6.969], [2.088, -1.275, 4.315], [1.644, -1.055, 2.972], [1.467, 0.467, 2.118], [2.750, 0.906, 3.213], [2.341, 1.604, 4.382], [1.292, 1.946, 1.290], [1.104, 3.035, 2.169], [3.195, -1.333, 4.403], [1.695, -2.272, 4.614], [1.639, -0.619, 5.076], [1.258, 1.520, 4.602], [2.888, 1.184, 5.251], [2.655, 2.665, 4.365], [0.627, 3.866, 1.615], [0.400, 2.809, 3.003], [2.084, 3.440, 2.476]], "s_squared": 6.0405, "lumo_ev": [-13.62, -15.82], "gap_ev": [4.67, 3.94], "total_charge": 4, "spin_multiplicity": 5}

=====

{"formula": "C4H6LiO2", "method": "ωB97M-V/def2-TZVPD", "species": ["O", "C", "C", "C", "C", "O", "Li", "H", "H", "H", "H", "H", "H"], "positions_angstrom": [[-2.629, 0.929, -1.230], [-1.350, 0.484, -1.400], [-0.493, 0.150, -0.449], [0.901, -0.215, -0.229], [1.449, -0.122, 1.234], [0.816, -0.924, 2.127], [-1.054, -1.094, 1.562], [-2.915, 0.769, -0.322], [-1.098, 0.382, -2.465], [1.558, 0.343, -0.918], [0.843, -1.309, -0.539], [1.434, 0.965, 1.500], [2.537, -0.359, 1.128]], "s_squared": 0.7569, "lumo_ev": [-0.58, -1.60], "gap_ev": [7.21, 6.18], "total_charge": 0, "spin_multiplicity": 2}

=====

{"formula": "C37H35N6O5RuS", "method": "ωB97M-V/def2-TZVPD", "species": ["Ru", "C", "C", "C", "C", "C", "C", "C", "S", "O", "O", "N", "C", "C", "C", "C", "C", "N", "H", "H", "H", "H", "H", "H", "H", "H", "H", "H", "H", "C", "O", "C", "C", "C", "C", "C", "C", "O", "C", "O", "C", "H", "H", "H", "H", "H", "H", "H", "H", "H", "C", "C", "N", "C", "C", "N", "H", "H", "H", "H", "H", "H", "C", "C", "C", "C", "C", "C", "H", "H", "H", "H", "H", "N", "C", "C", "C", "C", "N", "C", "C", "H", "H", "H", "H"], "positions_angstrom": [[-0.742, 0.120, -0.418], [4.824, 3.616, 3.294], [3.360, 3.374, 3.078], [2.758, 2.228, 3.595], [1.411, 1.990, 3.394], [0.655, 2.876, 2.650], [1.233, 4.017, 2.132], [2.578, 4.267, 2.351], [-1.069, 2.521, 2.323], [-1.878, 3.683, 2.602], [-1.413, 1.307, 3.032], [-1.060, 2.179, 0.729], [-1.898, 2.669, -0.200], [-2.599, 3.892, -0.199], [-3.348, 4.217, -1.308], [-3.422, 3.350, -2.400], [-2.719, 2.165, -2.329], [-2.001, 1.852, -1.268], [5.406, 2.850, 2.780], [5.070, 3.556, 4.354], [5.131, 4.594, 2.926], [3.356, 1.521, 4.154], [0.924, 1.118, 3.794], [0.628, 4.705, 1.564], [3.024, 5.167, 1.948], [-2.544, 4.535, 0.664], [-3.869, 5.163, -1.338], [-4.007, 3.593, -3.272], [-2.711, 1.437, -3.130], [2.236, -6.122, -2.415], [0.865, -6.233, -2.717], [0.033, -5.220, -2.361], [-1.267, -5.293, -2.895], [-2.150, -4.263, -2.699], [-1.787, -3.112, -1.990], [-2.604, -1.922, -2.016], [-4.112, -2.040, -1.995], [-2.103, -0.782, -2.062], [-0.502, -3.075, -1.328], [-0.154, -2.144, -0.521], [0.379, -4.161, -1.549], [2.715, -6.964, -2.915], [2.421, -6.190, -1.338], [2.656, -5.187, -2.801], [-1.527, -6.151, -3.494], [-3.113, -4.309, -3.188], [-4.454, -3.003, -2.357], [-4.549, -1.235, -2.581], [-4.443, -1.921, -0.962], [1.339, -4.097, -1.062], [-1.755, -2.346, 2.246], [-2.620, -1.170, 1.986], [-2.619, -0.395, 0.920], [-3.672, 0.465, 1.068], [-4.307, 0.211, 2.242], [-3.635, -0.832, 2.808], [-1.097, -2.513, 1.395], [-2.373, -3.230, 2.395], [-1.156, -2.196, 3.141], [-3.930, 1.190, 0.322], [-5.153, 0.668, 2.708], [-3.799, -1.221, 3.721], [2.327, 1.499, -3.894], [1.830, 0.207, -3.882], [0.881, -0.166, -2.941], [0.442, 0.748, -1.996], [0.937, 2.046, -2.014], [1.879, 2.419, -2.961], [3.060, 1.790, -4.632], [2.181, -0.516, -4.604], [0.497, -1.179, -2.949], [0.612, 2.763, -1.268], [2.268, 3.427, -2.961], [5.588, -1.864, 3.153], [4.652, -1.478, 2.596], [3.537, -0.952, 1.950], [3.674, -0.120, 0.814], [2.558, 0.392, 0.215], [1.304, 0.175, 0.667], [1.171, -0.561, 1.791], [2.221, -1.162, 2.432], [4.656, 0.110, 0.429], [2.650, 1.033, -0.650], [0.159, -0.613, 2.178], [2.069, -1.762, 3.318]], "s_squared": 8.7592, "lumo_ev": [-0.78, -1.06], "gap_ev": [5.33, 6.53], "total_charge": 0, "spin_multiplicity": 6}

=====

no.,calculated total energy (eV),F_max (eV/Å)
1,-81537.0386,0.64
2,-133330.3884,4.65
3,-8541.8417,1.77
4,-71529.1501,3.22